{"formula": "C48H43Cl4CrN4O3PSe", "method": "wB97M-V/def2-TZVPD", "mol_weight_g_mol": 1027.639, "homo_ev": [-5.3, -7.3], "spin_multiplicity": 5, "energy_ha": -7927.81532, "s_squared": 6.06, "symbols": ["Cr", "Cl", "C", "C", "Cl", "C", "Cl", "C", "O", "C", "O", "C", "Cl", "C", "C", "C", "C", "C", "C", "C", "N", "C", "C", "C", "C", "C", "C", "C", "N", "C", "C", "C", "C", "H", "H", "H", "H", "H", "H", "H", "H", "H", "H", "H", "H", "H", "H", "H", "H", "H", "H", "H", "H", "H", "H", "H", "H", "O", "P", "C", "C", "C", "C", "C", "C", "C", "C", "C", "C", "C", "C", "C", "C", "C", "C", "C", "C", "H", "H", "H", "H", "H", "H", "H", "H", "H", "H", "H", "H", "H", "H", "H", "Se", "N", "C", "C", "C", "C", "C", "C", "N", "H", "H", "H", "H"], "xyz": [[1.146789, -0.942928, 1.494748], [6.572721, 1.623478, 4.481292], [4.968969, 1.066809, 4.172895], [3.983844, 1.189545, 5.145216], [4.354507, 1.897881, 6.674603], [2.682756, 0.746758, 4.892864], [1.425814, 0.897866, 6.067560], [2.378718, 0.166532, 3.668741], [1.187452, -0.280114, 3.309615], [3.373540, 0.060677, 2.680605], [2.959590, -0.454751, 1.534971], [4.663534, 0.502290, 2.930749], [5.841461, 0.355190, 1.679168], [-3.307861, 4.485137, 0.516420], [-3.760996, 3.052759, 0.801147], [-4.652261, 2.580332, -0.353152], [-4.570475, 3.032282, 2.105865], [-2.576546, 2.112225, 0.977655], [-1.314957, 2.556436, 1.373656], [-0.293961, 1.646372, 1.581780], [-0.467166, 0.344137, 1.395741], [-1.678934, -0.113943, 1.050070], [-2.745587, 0.737978, 0.827044], [-1.753373, -1.592685, 1.013374], [-2.898464, -2.295558, 0.665636], [-2.892093, -3.683464, 0.704150], [-1.701777, -4.295491, 1.102009], [-0.594086, -3.533610, 1.411008], [-0.614977, -2.200813, 1.371135], [-4.099554, -4.526188, 0.318850], [-5.311635, -3.667048, -0.033824], [-4.468397, -5.439873, 1.494222], [-3.725468, -5.379963, -0.899553], [-4.184675, 5.117113, 0.374489], [-2.701482, 4.537597, -0.388458], [-2.736509, 4.910268, 1.339203], [-5.360500, 3.366957, -0.612143], [-5.235118, 1.700463, -0.083009], [-4.065755, 2.345407, -1.238527], [-5.459428, 3.654027, 1.999127], [-3.981855, 3.416096, 2.938885], [-4.889884, 2.020303, 2.354585], [-1.104241, 3.601864, 1.534663], [0.687395, 1.948968, 1.914992], [-3.707476, 0.334489, 0.552907], [-3.782417, -1.757092, 0.367376], [-1.614317, -5.369607, 1.156697], [0.347595, -3.993987, 1.679864], [-5.621356, -3.040202, 0.802757], [-6.149183, -4.316578, -0.288301], [-5.119820, -3.026970, -0.895467], [-4.682942, -4.858444, 2.390321], [-3.670000, -6.140834, 1.729165], [-5.356479, -6.019971, 1.243422], [-3.434049, -4.754491, -1.742306], [-4.581073, -5.984338, -1.201292], [-2.899048, -6.052292, -0.680220], [1.554357, 0.918623, -0.401226], [1.549756, 1.779550, -1.615153], [2.017566, 3.480436, -1.238771], [2.260935, 3.811788, 0.089235], [2.650911, 5.099995, 0.427752], [2.800900, 6.058502, -0.561530], [2.583299, 5.727314, -1.892856], [2.203229, 4.440355, -2.232542], [2.721767, 1.204845, -2.844218], [2.543838, 1.390687, -4.210959], [3.512513, 0.947498, -5.098174], [4.651209, 0.317235, -4.617048], [4.824999, 0.124395, -3.254185], [3.861707, 0.565375, -2.362582], [-0.073940, 1.812684, -2.415441], [-0.680598, 0.571999, -2.616684], [-1.914429, 0.487923, -3.237453], [-2.554350, 1.643562, -3.666428], [-1.965759, 2.880470, -3.455469], [-0.730991, 2.965893, -2.827343], [2.184649, 3.043062, 0.846214], [2.854297, 5.346797, 1.460680], [3.109018, 7.061486, -0.299689], [2.726654, 6.469048, -2.666978], [2.070066, 4.179169, -3.274998], [1.641185, 1.857241, -4.585432], [3.374110, 1.081646, -6.162339], [5.401464, -0.037230, -5.310636], [5.701243, -0.387968, -2.883886], [3.971943, 0.389233, -1.298920], [-0.178753, -0.331868, -2.293090], [-2.370456, -0.479480, -3.397320], [-3.514329, 1.579538, -4.160731], [-2.468118, 3.782224, -3.778808], [-0.282670, 3.936995, -2.660005], [1.909808, -2.206019, -1.724944], [1.764786, -2.306835, 0.092327], [2.518945, -3.366963, 0.488547], [2.754232, -3.744251, 1.816162], [3.490888, -4.882053, 2.088262], [4.020863, -5.655382, 1.049197], [3.826121, -5.292340, -0.265012], [3.081806, -4.139297, -0.576229], [2.876603, -3.708753, -1.838780], [2.386590, -3.138085, 2.640316], [3.677415, -5.160631, 3.116674], [4.602921, -6.535893, 1.282138], [4.243340, -5.869517, -1.076633]], "forces_ev_per_a": [[0.28, 0.03, -0.13], [0.03, 0.01, 0.02], [0.07, 0.00, -0.07], [-0.02, 0.02, 0.07], [0.03, 0.01, 0.03], [-0.05, -0.04, -0.09], [0.00, -0.01, -0.02], [0.16, 0.18, 0.07], [-0.24, -0.38, 0.04], [0.05, 0.11, 0.16], [-0.06, -0.10, 0.00], [-0.07, 0.01, 0.02], [-0.02, 0.00, 0.01], [-0.02, 0.00, -0.04], [0.05, 0.00, 0.01], [-0.05, 0.03, 0.03], [0.02, 0.02, 0.00], [0.13, 0.06, 0.04], [-0.02, -0.08, 0.04], [-0.22, 0.04, -0.04], [-0.22, -0.01, -0.32], [0.17, -0.02, 0.11], [0.18, -0.02, 0.06], [0.01, 0.02, -0.02], [0.20, -0.04, 0.05], [0.07, -0.04, 0.03], [-0.01, 0.09, -0.03], [-0.10, -0.08, -0.05], [-0.13, 0.23, 0.18], [0.05, 0.02, 0.02], [-0.02, -0.03, -0.01], [-0.03, 0.01, -0.02], [-0.05, 0.00, 0.01], [-0.02, 0.01, -0.01], [0.04, -0.01, -0.05], [0.03, 0.01, 0.06], [-0.05, 0.01, 0.01], [-0.02, -0.06, 0.00], [0.08, 0.01, -0.12], [-0.04, 0.04, 0.00], [0.03, 0.01, 0.04], [-0.02, -0.04, 0.01], [-0.02, 0.05, 0.00], [-0.01, 0.03, -0.03], [-0.02, -0.03, 0.00], [-0.03, 0.04, -0.02], [-0.01, -0.07, 0.00], [-0.05, -0.02, 0.01], [-0.02, 0.02, 0.05], [-0.02, -0.01, 0.00], [0.02, 0.02, -0.05], [-0.02, 0.04, 0.05], [0.06, -0.03, 0.01], [-0.03, -0.03, -0.01], [0.01, 0.05, -0.06], [-0.03, -0.03, -0.01], [0.06, -0.05, 0.02], [-0.13, -0.08, 0.04], [0.04, 0.00, -0.01], [0.00, -0.01, -0.01], [0.02, -0.01, 0.02], [0.01, -0.01, 0.00], [0.00, 0.01, 0.01], [0.01, 0.01, -0.01], [0.00, 0.00, 0.01], [-0.02, 0.07, -0.03], [0.00, -0.04, 0.01], [-0.01, 0.00, -0.01], [0.00, 0.00, -0.03], [0.01, 0.00, 0.02], [0.05, 0.01, 0.01], [0.03, -0.03, -0.01], [0.05, -0.01, 0.01], [-0.03, 0.01, -0.01], [-0.03, 0.00, 0.03], [-0.06, 0.01, 0.02], [0.05, 0.09, 0.03], [0.00, -0.02, 0.01], [0.00, 0.01, 0.03], [0.01, 0.03, 0.01], [0.00, 0.01, -0.01], [-0.01, -0.01, -0.04], [-0.04, 0.04, -0.02], [-0.01, 0.00, -0.02], [0.03, -0.01, -0.02], [0.04, -0.02, 0.01], [0.00, 0.01, 0.03], [0.00, -0.02, 0.01], [-0.02, -0.04, -0.01], [-0.03, -0.01, -0.02], [-0.01, 0.03, -0.01], [-0.01, -0.01, 0.00], [-0.11, -0.02, 0.02], [0.03, 0.08, -0.04], [-0.05, 0.04, -0.12], [0.03, 0.00, 0.14], [0.05, -0.03, 0.03], [-0.01, 0.00, 0.01], [0.01, -0.02, 0.04], [0.05, -0.06, -0.10], [-0.07, 0.02, 0.00], [-0.01, 0.04, -0.01], [0.00, -0.01, 0.02], [0.02, -0.05, 0.02], [0.03, -0.04, -0.06]]}



{"formula": "C48H43ClGaNP2S", "method": "wB97M-V/def2-TZVPD", "mol_weight_g_mol": 833.070, "charge": 2, "homo_ev": -13.4, "spin_multiplicity": 1, "energy_ha": -5374.99826, "symbols": ["Ga", "Cl", "P", "P", "C", "C", "C", "C", "C", "C", "C", "C", "C", "C", "C", "H", "H", "H", "H", "H", "C", "C", "C", "C", "C", "H", "H", "H", "H", "H", "C", "C", "C", "C", "C", "H", "H", "H", "H", "H", "C", "C", "C", "C", "C", "H", "H", "H", "H", "H", "C", "C", "C", "C", "C", "H", "H", "H", "H", "H", "C", "C", "C", "C", "C", "H", "H", "H", "H", "H", "H", "H", "N", "S", "C", "C", "C", "C", "C", "C", "C", "C", "C", "C", "C", "C", "H", "H", "H", "H", "H", "H", "H", "H", "H", "H", "H"], "xyz": [[0.087513, -0.120855, -0.014793], [-0.039332, -0.066052, -2.257660], [-0.070366, 2.488384, -0.155454], [0.082848, -2.569286, -0.050623], [0.017354, 3.471365, 1.394036], [-1.605512, 3.173006, -0.858972], [1.372085, 3.169758, -1.118980], [1.620361, -3.453386, -0.431943], [-0.458779, -3.330972, 1.507407], [-1.192017, -3.126708, -1.259031], [1.225611, 4.027388, 1.843479], [1.216275, 4.947314, 2.899101], [0.024114, 5.296440, 3.531981], [-1.155507, 4.676899, 3.138448], [-1.168251, 3.754313, 2.092446], [2.156097, 3.759364, 1.345463], [2.161866, 5.359872, 3.248081], [0.027018, 6.008425, 4.364950], [-2.079093, 4.867720, 3.681084], [-2.097620, 3.261615, 1.813383], [2.693537, 2.753515, -0.835313], [3.737448, 3.113383, -1.687723], [3.534341, 4.052037, -2.698736], [2.254066, 4.586639, -2.891016], [1.170363, 4.122707, -2.134033], [2.938075, 2.173687, 0.059153], [4.720709, 2.674014, -1.534614], [4.367431, 4.399304, -3.312446], [2.085681, 5.364450, -3.638943], [0.164286, 4.515002, -2.322755], [-1.897648, 4.544570, -0.768746], [-3.032450, 5.075795, -1.380748], [-3.885867, 4.239872, -2.118463], [-3.633355, 2.858842, -2.169013], [-2.529629, 2.323311, -1.499677], [-1.236534, 5.217937, -0.210907], [-3.249586, 6.144163, -1.293188], [-4.743441, 4.661589, -2.653340], [-4.297258, 2.199794, -2.742543], [-2.363442, 1.248139, -1.499592], [-1.808874, -3.655050, 1.712130], [-2.174930, -4.458148, 2.797267], [-1.211678, -4.923856, 3.696258], [0.111197, -4.512452, 3.543427], [0.489202, -3.697717, 2.478461], [-2.550789, -3.315651, 0.993599], [-3.221643, -4.731370, 2.938690], [-1.489100, -5.591411, 4.521515], [0.854544, -4.808441, 4.284812], [1.522248, -3.359615, 2.388496], [2.694321, -2.763489, -1.032221], [3.889960, -3.435030, -1.313241], [4.000846, -4.804675, -1.037424], [2.931933, -5.489096, -0.444126], [1.746871, -4.819309, -0.127026], [2.579281, -1.702216, -1.265264], [4.736012, -2.891727, -1.756754], [4.929837, -5.331545, -1.286970], [3.026481, -6.549518, -0.214849], [0.934056, -5.365331, 0.360445], [-0.947211, -4.212014, -2.106516], [-1.889575, -4.548813, -3.083563], [-3.061354, -3.796529, -3.218227], [-3.333232, -2.755922, -2.330644], [-2.431394, -2.454609, -1.311807], [-0.026681, -4.790414, -1.994749], [-1.708572, -5.409853, -3.718150], [-3.779015, -4.047720, -3.996533], [-4.258694, -2.183279, -2.407565], [-2.686472, -1.704313, -0.553025], [2.045701, 0.145167, -0.090717], [1.491096, 0.546481, 0.313033], [-0.241520, -0.071517, 1.882921], [0.817801, 0.353791, 3.114757], [-0.160225, 1.427447, 4.147507], [-1.550073, 1.384904, 4.132755], [-2.269743, 2.075657, 5.118000], [-1.597216, 2.796060, 6.108779], [-0.197838, 2.845002, 6.099081], [0.521995, 2.171022, 5.113240], [0.936379, -0.999409, 4.323800], [2.195512, -1.399895, 4.795316], [2.272545, -2.272600, 5.881975], [1.117949, -2.753124, 6.493888], [-0.128821, -2.353453, 6.011360], [-0.219095, -1.487138, 4.918304], [-1.104280, -0.487171, 2.227773], [-2.082285, 0.826147, 3.371285], [-3.357695, 2.032889, 5.106892], [-2.167854, 3.339545, 6.870197], [0.330649, 3.416777, 6.860157], [1.607877, 2.194025, 5.078702], [3.078555, -0.967976, 4.317331], [3.245527, -2.578106, 6.242089], [1.183240, -3.444009, 7.333168], [-1.040087, -2.723107, 6.468487], [-1.207263, -1.163050, 4.570314]], "forces_ev_per_a": [[-1.93, -0.50, -1.62], [0.09, 0.00, 0.41], [0.37, 1.11, 0.18], [-0.77, -1.06, -0.28], [0.10, -0.05, 0.40], [-0.62, -0.37, -0.33], [-0.05, 0.13, 0.01], [0.57, 0.27, -0.19], [-0.08, -0.09, 0.63], [-0.13, 0.09, 0.22], [-0.44, 0.13, 0.11], [0.23, -0.31, -0.01], [0.25, -0.10, 0.03], [-0.27, -0.36, 0.00], [0.44, 0.17, 0.10], [-0.20, 0.32, 0.19], [-0.23, 0.02, -0.14], [-0.01, -0.26, -0.41], [0.15, 0.09, -0.17], [0.11, 0.22, -0.01], [-0.38, -0.14, -0.47], [-0.03, 0.22, 0.23], [-0.46, 0.11, -0.02], [0.02, -0.14, 0.19], [0.07, -0.26, 0.03], [-0.15, -0.06, -0.40], [-0.11, 0.26, 0.07], [-0.27, -0.21, 0.16], [0.08, -0.30, 0.21], [0.48, -0.24, -0.02], [0.14, 0.25, -0.04], [-0.13, -0.31, -0.15], [0.29, -0.27, 0.09], [-0.15, 0.28, 0.08], [0.26, 0.41, -0.09], [-0.21, -0.30, -0.29], [0.12, -0.41, -0.06], [0.34, -0.19, 0.27], [0.27, 0.31, 0.36], [0.01, 0.20, -0.21], [0.35, -0.21, 0.16], [-0.09, 0.10, 0.11], [-0.08, 0.12, -0.18], [0.17, 0.12, 0.16], [-0.28, -0.06, -0.09], [0.04, -0.31, 0.22], [0.29, 0.07, -0.10], [0.09, 0.34, -0.41], [-0.15, 0.03, -0.28], [-0.19, -0.28, -0.03], [-0.14, -0.41, 0.32], [-0.07, 0.00, -0.07], [-0.12, 0.25, 0.01], [0.00, 0.25, -0.05], [0.26, -0.03, -0.13], [0.13, -0.29, -0.09], [-0.48, -0.30, 0.20], [-0.46, 0.22, 0.17], [-0.04, 0.25, -0.08], [0.28, 0.22, -0.21], [-0.07, 0.26, -0.06], [-0.15, 0.22, 0.33], [0.31, -0.21, 0.06], [-0.02, 0.05, 0.41], [0.51, -0.11, -0.36], [-0.32, 0.24, -0.24], [-0.04, 0.16, -0.01], [0.17, 0.08, 0.15], [0.22, -0.26, 0.00], [0.13, -0.01, -0.44], [-0.57, 0.22, 0.50], [3.02, 0.55, 0.05], [0.76, 0.14, 1.66], [-1.48, -0.59, -0.48], [-0.22, 0.50, 0.69], [-0.12, 0.20, 0.38], [0.32, -0.17, -0.16], [0.11, -0.04, -0.20], [-0.18, 0.02, -0.10], [-0.13, -0.19, -0.18], [0.25, -0.18, 0.25], [-0.30, 0.58, -0.46], [0.04, 0.02, -0.27], [-0.11, 0.18, -0.27], [0.06, 0.14, -0.44], [-0.49, -0.03, 0.32], [0.26, -0.14, 0.07], [-0.04, 0.13, 0.08], [0.25, 0.04, 0.01], [0.30, -0.29, -0.29], [-0.09, -0.13, -0.20], [-0.09, 0.10, 0.20], [-0.08, -0.32, 0.30], [0.00, 0.03, 0.02], [0.02, 0.23, -0.16], [0.09, 0.05, -0.03], [0.40, -0.20, 0.19]]}